(1)
The following is a DFT calculation (ωB97M-V/def2-TZVPD) of a cluster of 5 separate species, H10O5 in total in a non-equilibrium geometry.

```
15
Properties=species:S:1:pos:R:3:mulliken_charge:R:1
O -2.1384 0.0160 -1.0305 -0.7287
H 0.9114 1.6516 -0.1055 0.4069
O 1.7986 1.4080 -0.4025 -0.7576
H -0.6790 0.6541 0.9896 0.4274
O -0.7540 1.5933 0.7188 -0.7785
H -1.6208 -0.7069 -0.6111 0.3951
O 1.8416 -1.2433 -0.2234 -0.7656
H 1.9262 -0.2589 -0.4148 0.4478
H 1.8829 -1.7012 -1.1121 0.3450
H -0.9320 -1.8239 1.4567 0.2835
H 2.4380 1.6631 0.2852 0.3324
O -0.6105 -1.2601 0.6880 -0.7454
H -1.4030 1.4486 0.0098 0.3933
H 0.3900 -1.3850 0.4959 0.4321
H -3.0512 -0.0555 -0.7442 0.3124
```

Output
F_max = 2.14 eV Å⁻¹
Structure (SMILES) = O.O.O.O.O
Highest occupied orbital energy = -11.12 eV
E_LUMO = 0.6 eV
Spin multiplicity = 1


(2)
The following is a DFT calculation (ωB97M-V/def2-TZVPD) of a cluster of 5 separate species, H10O5 in total in a non-equilibrium geometry.

```
15
Properties=species:S:1:pos:R:3:mulliken_charge:R:1
H 1.0577 2.3696 -1.9250 0.3046
H 0.5833 0.3667 1.0343 0.3195
H 0.5062 1.5386 2.8583 0.3218
H 0.4604 -0.9047 0.2975 0.3301
H 1.2187 1.6364 -0.6443 0.3504
H -1.9516 -2.6525 0.2985 0.2982
O -1.6937 -3.5428 0.3063 -0.6044
O 1.2426 1.7492 2.3383 -0.6908
O -0.3690 -0.3940 -2.5017 -0.6152
O 1.1409 2.5133 -0.9847 -0.6231
H -0.9904 -1.0816 -2.7612 0.3109
O 0.3441 0.0054 0.1722 -0.7166
H 0.9741 2.6140 2.0180 0.3454
H -2.1274 -3.8709 1.0543 0.3067
H -0.3958 -0.3467 -1.5607 0.3624
```

Output
F_max = 2.42 eV Å⁻¹
Structure (SMILES) = O.O.O.O.O
Highest occupied orbital energy = -10.95 eV
E_LUMO = 0.3 eV
Spin multiplicity = 1


(3)
The following is a DFT calculation (ωB97M-V/def2-TZVPD) of a cluster of 5 separate species, H10O5 in total in a non-equilibrium geometry.

```
15
Properties=species:S:1:pos:R:3:mulliken_charge:R:1
O 3.8797 0.0972 0.8166 -0.6644
H 3.1306 0.2809 0.2138 0.3376
O 2.1716 -1.3990 2.9893 -0.6996
H 2.7621 -1.2648 3.7451 0.3203
H 2.5347 -2.1893 2.5519 0.3377
H 3.2718 -0.1591 1.5334 0.3732
O -5.9201 2.9496 -0.8053 -0.6428
H -0.7076 -1.3138 -4.4154 0.3184
H -5.4129 2.1374 -0.9066 0.3230
O 1.1384 0.3491 1.0702 -0.6756
H 0.5486 1.0294 1.4583 0.3248
H -0.8387 -2.7093 -4.0774 0.3203
H -5.3408 3.6785 -1.0455 0.3198
H 1.1463 -0.2963 1.8011 0.3460
O -1.4155 -1.9211 -4.1614 -0.6387
```

Output
F_max = 1.57 eV Å⁻¹
Structure (SMILES) = O.O.O.O.O
Highest occupied orbital energy = -10.74 eV
E_LUMO = 0.4 eV
Spin multiplicity = 1


(4)
The following is a DFT calculation (ωB97M-V/def2-TZVPD) of a cluster of 5 separate species, H10O5 in total.

```
15
Properties=species:S:1:pos:R:3:mulliken_charge:R:1
H 5.0526 -8.2147 5.7519 0.3300
H 5.7374 -5.1126 6.2145 0.2284
O 6.9631 -1.1341 6.5416 -0.5892
H 7.8638 -3.9427 9.0033 0.3160
O 7.2832 -3.3513 8.5115 -0.6140
O 9.2755 -4.5284 5.0986 -0.6426
H 6.5894 -1.3861 5.6904 0.2898
O 6.3619 -4.4008 6.0362 -0.6470
O 4.1927 -7.8123 5.5801 -0.6323
H 7.3092 -0.2453 6.4001 0.3010
H 6.1986 -4.1584 5.1158 0.3150
H 9.8656 -3.8132 5.3606 0.3350
H 4.0945 -7.1347 6.2577 0.3039
H 7.1657 -3.7805 7.6447 0.3488
H 8.4289 -4.3105 5.5097 0.3573
```

Output
F_max = 0.58 eV Å⁻¹
Structure (SMILES) = O.O.O.O.O
Highest occupied orbital energy = -10.76 eV
E_LUMO = 0.1 eV
Spin multiplicity = 1


(5)
The following is a DFT calculation (ωB97M-V/def2-TZVPD) of a cluster of 5 separate species, H10O5 in total in a non-equilibrium geometry.

```
15
Properties=species:S:1:pos:R:3:mulliken_charge:R:1
H -0.8773 1.5495 -0.4083 0.3911
H -2.3847 -0.5331 0.0709 0.3975
H -0.5387 -1.0712 1.0507 0.4483
H 1.1073 -1.1045 1.0587 0.2955
O 2.4510 -1.0920 -0.7602 -0.6260
H 2.3476 -0.8740 -1.6402 0.2814
H -1.0914 0.4713 -1.4534 0.3137
H 2.4623 -0.0968 -0.4932 0.3232
H -1.9646 -1.7319 -0.7381 0.3005
H 0.0555 1.3490 1.1967 0.3801
O -2.0156 -1.4748 0.1626 -0.7291
H 1.0004 2.5841 0.7935 0.2739
O 0.7331 1.6882 0.5477 -0.6506
O 0.3072 -0.6877 1.4760 -0.7035
O -1.5921 1.0239 -0.8634 -0.6961
```

Output
F_max = 4.33 eV Å⁻¹
Structure (SMILES) = O.O.O.O.O
Highest occupied orbital energy = -10.51 eV
E_LUMO = 0.3 eV
Spin multiplicity = 1


(6)
The following is a DFT calculation (ωB97M-V/def2-TZVPD) of a cluster of 5 separate species, H10O5 in total.

```
15
Properties=species:S:1:pos:R:3:mulliken_charge:R:1
H -0.1975 -0.4577 -0.6167 0.3184
H 3.9381 0.3264 0.6590 0.3176
O -1.9243 1.5408 3.0042 -0.6442
H -1.6509 2.4565 2.9490 0.3059
H -3.9460 -3.5168 -1.1722 0.3181
H -2.4527 -3.6855 -1.3550 0.3156
H 0.8431 1.9896 -2.2985 0.3206
O -3.2658 -4.1832 -1.2690 -0.6341
H -1.5437 1.1295 2.2282 0.3279
O 3.0792 0.6247 0.9584 -0.6176
H 3.0839 1.5685 0.7987 0.3090
O -0.2810 -0.3825 0.3339 -0.6399
H 2.2555 1.4583 -2.1768 0.3098
O 1.4503 1.3585 -2.6847 -0.6313
H 0.6119 -0.2270 0.6417 0.3243
```

Output
F_max = 0.45 eV Å⁻¹
Structure (SMILES) = O.O.O.O.O
Highest occupied orbital energy = -11.30 eV
E_LUMO = 0.0 eV
Spin multiplicity = 1


(7)
The following is a DFT calculation (ωB97M-V/def2-TZVPD) of a cluster of 5 separate species, H10O5 in total in a non-equilibrium geometry.

```
15
Properties=species:S:1:pos:R:3:mulliken_charge:R:1
O 1.8070 -0.5117 -1.0951 -0.6835
O -1.5442 1.3694 -0.4577 -0.7851
O 0.3423 -1.3173 1.1006 -0.8238
O 0.9288 1.2646 0.5447 -0.8598
H 1.8543 0.4311 -0.7758 0.3738
H -1.8871 2.0578 0.2277 0.3280
H 2.7314 -0.8238 -1.1524 0.3160
H -0.5395 1.4756 -0.2724 0.4268
H 0.9724 -1.5079 0.3831 0.3541
O -1.9422 -1.3290 -0.2475 -0.7767
H -2.0012 -0.3323 -0.1842 0.4575
H 0.6266 0.3366 0.8729 0.5048
H -1.6513 -1.5126 -1.1781 0.3427
H 0.8675 1.7692 1.5568 0.3589
H -0.5648 -1.3698 0.6775 0.4662
```

Output
F_max = 5.82 eV Å⁻¹
Structure (SMILES) = O.O.O.O.O
Highest occupied orbital energy = -11.01 eV
E_LUMO = 0.3 eV
Spin multiplicity = 1


(8)
The following is a DFT calculation (ωB97M-V/def2-TZVPD) of a cluster of 5 separate species, H10O5 in total in a non-equilibrium geometry.

```
15
Properties=species:S:1:pos:R:3:mulliken_charge:R:1
O -4.0101 -2.6816 -0.7723 -0.6096
O -1.7891 2.7896 -0.0692 -0.6077
H -3.3319 -2.0706 -0.4887 0.3023
H 1.0694 -0.4644 2.6058 0.3158
H 1.9291 1.7168 -0.3724 0.3072
H -0.1898 -0.5629 1.7038 0.3055
H 3.3446 -1.8935 -1.1507 0.3023
H -1.9084 3.0128 0.8778 0.3198
O 1.8360 2.5650 -0.7968 -0.6047
H -4.7256 -2.1253 -0.9306 0.3074
H 1.0563 2.6176 -1.2148 0.2917
O 0.6524 -0.9555 1.9375 -0.6213
O 4.0442 -2.3905 -0.7863 -0.6170
H 4.3878 -1.6929 -0.1974 0.3136
H -2.3647 2.1352 -0.3456 0.2950
```

Output
F_max = 5.27 eV Å⁻¹
Structure (SMILES) = O.O.O.O.O
Highest occupied orbital energy = -11.53 eV
E_LUMO = -0.2 eV
Spin multiplicity = 1